3 unconnected molecules or ions with the total composition C25H41ClFNO6P2 in a non-equilibrium geometry. Source: the Open Molecules 2025 dataset; level of theory: ωB97M-V/def2-TZVPD.

Summary:
**SMILES string**: C=Cc1c(F)c(P(CC)CC)c(Cl)c2c1C(=O)N(P(C)CC)C2=O.COCCOC.COCCOC
**Orbital gap**: 7.6 eV
**HOMO energy**: -7.965 eV
**LUMO**: -0.41 eV
**Electronic energy**: -74178.2842 eV
**F_max**: 1.83 eV/A

Each line ends with the Mulliken charge.
Geometry (Å):
C -3.19073 -2.87781 2.87362  -0.745
C -1.90740 -2.45698 2.92247  -0.905
C -1.20448 -2.20590 1.63162  -0.049
C -1.01362 -0.88460 1.22932  0.860
F -1.49278 0.05473 2.06782  -0.487
C -0.41344 -0.49368 0.03079  -0.209
P -0.29321 1.29650 -0.35986  -0.012
C 1.24631 1.70072 -1.31026  -0.328
C 0.88120 1.98134 -2.79787  -1.372
C -0.07249 2.25779 1.20218  -0.571
C 0.99296 1.67338 2.15494  -1.303
C 0.00846 -1.54391 -0.80787  0.708
Cl 0.70959 -1.22441 -2.35422  -0.183
C -0.16955 -2.85265 -0.41454  -0.413
C -0.76413 -3.20925 0.78627  0.943
C -0.84362 -4.68913 0.89796  0.139
O -1.13945 -5.36744 1.83335  -0.572
N -0.46495 -5.15907 -0.37166  0.350
P 0.19623 -6.81076 -0.43774  -0.115
C 0.42639 -7.25474 -2.21801  -1.021
C -1.13972 -7.95932 0.12866  -0.457
C -0.59525 -8.83339 1.25372  -1.160
C 0.18503 -4.15689 -1.08905  -0.240
O 0.92152 -4.30780 -2.02040  -0.571
H -3.43010 -3.71536 2.22542  0.239
H -3.96406 -2.36291 3.42931  0.311
H -1.40881 -2.28696 3.87056  0.402
H 2.02059 0.94085 -1.25459  0.602
H 1.68680 2.63012 -0.95620  0.223
H 1.15511 2.99420 -3.07930  0.383
H -0.19748 1.90807 -2.92215  0.380
H 1.32748 1.26188 -3.47573  0.291
H -1.02996 2.40087 1.69352  0.421
H 0.26583 3.24513 0.89103  0.689
H 0.55791 0.98595 2.87472  0.282
H 1.53346 2.44866 2.69386  0.364
H 1.71528 1.09458 1.57917  0.291
H 1.47012 -7.09713 -2.45648  0.310
H 0.18122 -8.31297 -2.28137  0.433
H -0.23134 -6.67801 -2.86201  0.293
H -2.00734 -7.41260 0.49160  0.285
H -1.46888 -8.59174 -0.69674  0.473
H -0.39097 -8.19661 2.11512  0.301
H -1.30077 -9.59503 1.57953  0.364
H 0.35533 -9.30275 1.00601  0.339
C -3.51240 2.54267 -0.59587  -0.656
O -3.63660 3.65698 0.27536  -0.291
C -4.46321 4.68652 -0.24081  -0.597
C -5.86185 4.63235 0.33664  -0.482
O -6.55024 3.45323 -0.04632  -0.382
C -6.53887 2.44710 0.95113  -0.690
H -3.11967 1.70837 -0.02083  0.082
H -4.47323 2.25457 -1.03047  0.473
H -2.80542 2.77228 -1.39687  0.321
H -4.49842 4.64024 -1.33374  0.354
H -4.00496 5.63928 0.04287  0.376
H -6.43474 5.48009 -0.05205  0.376
H -5.82891 4.72248 1.42708  0.317
H -7.26834 2.68117 1.73419  0.326
H -5.54962 2.33263 1.39943  0.270
H -6.82047 1.50805 0.47713  0.250
C 7.49145 2.98111 -1.28736  -0.699
O 7.28493 4.10247 -0.44620  -0.381
C 6.47823 5.10829 -1.03679  -0.506
C 5.04310 5.03516 -0.56085  -0.586
O 4.40679 3.83601 -0.97430  -0.299
C 4.36352 2.84517 0.03797  -0.811
H 7.85795 2.16300 -0.66935  0.250
H 6.57035 2.66744 -1.78289  0.285
H 8.24795 3.21048 -2.04584  0.323
H 6.52253 5.04570 -2.12851  0.321
H 6.89710 6.07339 -0.73611  0.375
H 4.48441 5.86554 -1.00353  0.375
H 4.99454 5.14145 0.52739  0.364
H 3.57017 3.08194 0.75670  0.263
H 5.31581 2.75665 0.56461  0.515
H 4.13587 1.89325 -0.43830  0.201

Atoms 1-2, force components in eV/Å:
C 0.687 0.133 -0.014
C -0.628 -0.229 -0.237

***

A molecular structure, C25H41CoN3O3S. Source: the Open Molecules 2025 dataset; level of theory: ωB97M-V/def2-TZVPD.

Summary:
**Charge**: +1
**Orbital gap (alpha / beta)**: 8.4 / 7.8 eV
**HOMO energy (alpha / beta)**: -11.256 / -11.429 eV
**LUMO (alpha / beta)**: -2.82 / -3.60 eV
**Electronic energy**: -85660.2708 eV
**Relative energy (zero: lowest compared OMol25 entry of this formula, charge and spin)**: 0.00 kcal/mol
**F_max**: 0.35 eV/A

Each line ends with the Mulliken charge.
Geometry (Å):
Co 0.05200 0.61777 -0.09370  -0.296
C 0.06642 2.39476 2.45611  -1.380
N 0.28130 1.01517 1.97213  0.405
C -0.55328 0.10602 2.79620  -1.179
C 1.69831 0.64811 2.22530  -0.917
C 2.56641 1.11635 1.09520  -0.766
N 2.06448 0.52507 -0.16823  1.141
C 2.45404 -0.90944 -0.24265  -1.166
C 2.73315 1.18559 -1.31136  -1.212
H 0.25625 2.43865 3.53261  0.421
H -0.95782 2.70434 2.26678  0.247
H 0.72271 3.08893 1.94201  0.393
H -0.31046 0.24530 3.85368  0.419
H -0.38105 -0.92596 2.49866  0.232
H -1.60841 0.31131 2.65288  0.407
H 1.75524 -0.43576 2.31218  0.331
H 2.02698 1.06250 3.18189  0.489
H 3.60796 0.82662 1.26218  0.482
H 2.53623 2.20214 0.99794  0.428
H 3.54406 -0.98597 -0.25790  0.400
H 2.03377 -1.33926 -1.14703  0.335
H 2.06935 -1.46464 0.60831  0.275
H 3.80696 0.98728 -1.26882  0.402
H 2.57752 2.25688 -1.27835  0.342
H 2.33272 0.77871 -2.23875  0.262
O -1.33852 -1.50842 -3.01426  -0.667
C -1.12558 -0.80758 -2.05156  0.094
O 0.04209 -0.38821 -1.65299  -0.361
C -2.25206 -0.34410 -1.17360  1.231
C -3.56427 -0.66894 -1.43941  -0.752
C -4.55271 -0.15647 -0.61629  -0.811
C -4.18454 0.68295 0.42508  -1.321
C -2.84541 0.95745 0.62283  -0.608
N -1.88778 0.43270 -0.14495  1.530
H -3.77046 -1.30263 -2.29139  0.629
H -5.59442 -0.39028 -0.79181  0.457
H -4.92100 1.12902 1.07857  0.514
H -2.53055 1.62797 1.41077  0.544
C -0.17634 2.26141 -1.23940  -1.413
C -0.20243 3.52509 -0.49432  -0.171
C -1.41861 4.01901 -0.01059  -0.127
C -1.47889 5.19880 0.71311  -0.817
C -0.31824 5.92056 0.96467  -0.581
C 0.89236 5.46869 0.45587  -0.858
C 0.94791 4.28674 -0.26846  -0.005
H 0.63976 2.12469 -1.93519  1.022
H -1.12845 2.03885 -1.70785  0.749
H -2.33171 3.47496 -0.23005  0.594
H -2.43334 5.56583 1.06972  0.438
H -0.36130 6.84422 1.52712  0.426
H 1.79471 6.04690 0.61105  0.452
H 1.89770 3.97682 -0.68565  0.427
C 2.07680 -4.75446 2.64229  -0.976
C 1.10318 -5.41710 1.67450  -0.311
C -0.20793 -4.64304 1.54467  -1.046
S 0.00111 -3.23397 0.43929  0.837
O -1.08612 -2.22577 0.70684  -0.769
C -0.37355 -4.02610 -1.13563  -1.091
C -1.85211 -4.32238 -1.34160  -0.018
C -2.10735 -4.83174 -2.75616  -1.467
H 3.07022 -5.19739 2.57885  0.384
H 1.72989 -4.85202 3.67253  0.321
H 2.17830 -3.68658 2.42605  0.067
H 0.86972 -6.42992 2.00569  0.392
H 1.57182 -5.53043 0.69165  0.206
H -0.49761 -4.18424 2.49345  0.436
H -1.04048 -5.25626 1.20117  0.428
H 0.24614 -4.92677 -1.18545  0.745
H -0.01488 -3.32840 -1.89685  0.245
H -2.41546 -3.40419 -1.16614  0.002
H -2.20268 -5.04949 -0.60552  0.422
H -1.87016 -4.05623 -3.48630  0.282
H -3.15330 -5.11335 -2.88522  0.403
H -1.49816 -5.71067 -2.97981  0.400

Atoms 1-2, force components in eV/Å:
Co -0.125 -0.243 0.212
C -0.084 -0.033 0.036

***

A gas-phase ion, C25H41F9IN2 (charge +1) in a non-equilibrium geometry. Source: the Open Molecules 2025 dataset; level of theory: ωB97M-V/def2-TZVPD.

Summary:
**SMILES string**: C=CC[C@H]1[C@@H](C[C@@H](C)I)[C@@H]([C@@H](C)CCC)[N@H+](N)[C@]1(CCCCCC)C(F)(F)C(F)(F)C(F)(F)C(F)(F)F
**Charge**: +1
**Orbital gap**: 8.2 eV
**HOMO energy**: -10.814 eV
**LUMO**: -2.65 eV
**Electronic energy**: -62113.4614 eV
**F_max**: 3.61 eV/A

Each line ends with the Mulliken charge.
Geometry (Å):
C -3.42710 -0.39134 -3.33067  -0.960
C -2.82401 -0.80400 -2.10756  -0.246
C -1.69671 0.13006 -1.42159  -0.446
C -0.88216 -0.62882 -0.27563  0.136
C 0.13458 -1.81907 -0.72673  -0.136
C -0.30854 -2.84661 -1.84084  -0.368
C 0.53076 -4.20424 -1.61677  -0.562
C -0.33817 -5.08379 -0.56601  -0.755
I 0.78519 -5.37375 -3.43102  0.086
C 1.50086 -1.00945 -0.79792  -0.688
C 1.98055 -0.27601 -2.11643  0.767
C 3.47185 0.35933 -2.00010  -1.502
C 2.04213 -1.21929 -3.42026  -0.669
C 0.95372 -0.69431 -4.49552  0.104
C 0.75016 -1.75660 -5.67668  -0.997
N 1.35947 -0.18573 0.50111  0.653
N 2.04812 -1.00098 1.44248  -0.776
C -0.04623 0.27495 0.80224  0.552
C -0.02851 1.77741 0.24623  -1.266
C 0.86390 2.82318 1.06715  -0.979
C 0.00765 4.04329 1.71928  -0.553
C 0.59859 4.22808 3.21380  -0.699
C 0.28474 5.66186 3.84414  -0.317
C 1.33739 5.87561 5.06268  -0.961
C -0.55920 0.34514 2.29683  0.963
F -1.47123 1.42286 2.46855  -0.375
F 0.47526 0.64560 3.23209  -0.365
C -1.32424 -0.92498 2.87100  0.122
F -0.99696 -0.98751 4.25433  -0.350
F -0.93971 -2.16795 2.35352  -0.296
C -2.91696 -0.86094 2.84427  0.580
F -3.40919 -0.08795 3.91849  -0.288
F -3.48135 -0.38591 1.66338  -0.207
C -3.55855 -2.33068 3.07702  0.586
F -2.99776 -3.01036 4.13998  -0.211
F -4.90999 -2.08908 3.39492  -0.249
F -3.59768 -3.07902 1.88978  -0.212
H -4.02464 0.58240 -3.30788  0.258
H -3.36090 -0.95664 -4.30698  0.249
H -3.13687 -1.80398 -1.66486  0.345
H -1.05481 0.51141 -2.27198  0.259
H -2.30020 1.02299 -1.01854  0.540
H -1.71948 -1.27384 0.18059  0.136
H 0.28485 -2.50258 0.18808  0.107
H -1.39928 -3.12928 -1.62218  0.401
H -0.29689 -2.46730 -2.90707  0.038
H 1.51690 -3.99221 -1.07793  0.453
H -1.19873 -5.62571 -1.07317  0.384
H 0.31013 -5.78694 0.04280  0.361
H -0.82944 -4.37117 0.19298  0.042
H 2.38245 -1.68680 -0.55066  0.267
H 1.32130 0.61587 -2.42009  0.136
H 4.28373 -0.42938 -2.01187  0.362
H 3.58807 0.98349 -2.95618  0.438
H 3.54890 1.10264 -1.14038  0.338
H 1.95564 -2.32792 -3.19919  0.131
H 3.05414 -1.08450 -3.94539  0.448
H -0.00180 -0.39459 -3.95756  -0.254
H 1.40293 0.26935 -4.92381  0.448
H -0.37185 -1.97485 -5.73328  0.251
H 1.08863 -1.37167 -6.69572  0.340
H 1.33243 -2.70312 -5.39503  0.184
H 2.08418 0.54374 0.31969  0.727
H 2.70720 -0.44428 2.00095  0.251
H 1.42461 -1.52573 2.06184  0.204
H -1.06353 2.25297 0.15733  0.585
H 0.41152 1.71963 -0.81294  0.068
H 1.54200 3.34541 0.29885  0.378
H 1.58515 2.35405 1.81638  0.391
H -1.11042 3.83083 1.71677  0.291
H 0.15986 4.97278 1.07941  0.440
H 1.73827 4.15012 3.09227  0.329
H 0.28458 3.34835 3.85738  0.149
H 0.42232 6.49754 3.08434  0.293
H -0.76977 5.64646 4.28239  0.292
H 2.14619 5.06167 5.05989  0.286
H 0.80542 5.78427 6.06539  0.256
H 1.84652 6.88752 5.01575  0.286

Atoms 1-2, force components in eV/Å:
C 0.395 0.195 1.876
C -0.113 0.296 -1.694